Entry 1:
The following is a quantum chemistry calculation of 6 unconnected molecules or ions with the total composition C22H34IN5O7S, from the OMol25 dataset.

2S+1   1
SMILES   COCCCCC[C@@]1(CC(=O)I)OC(=O)O[C@H]1S(C)(=O)=O.CC#N.CC#N.CC#N.CC#N.CC#N
E_tot   -64081.394 eV

Each line ends with the Mulliken charge.
Positions of all 70 atoms, in Å:
C: 4.664 2.129 0.100  -0.788
O: 3.532 2.639 -0.569  -0.278
C: 2.928 3.768 0.017  -0.641
C: 2.068 4.435 -1.038  -0.994
C: 0.908 3.535 -1.498  -0.040
C: -0.339 3.825 -0.645  -0.481
C: -1.500 2.807 -0.715  -1.226
C: -1.633 1.889 0.483  1.508
C: -1.963 2.716 1.750  -0.784
C: -3.418 3.030 2.075  0.040
O: -3.764 3.157 3.194  -0.439
I: -4.883 3.406 0.545  -0.002
O: -2.680 0.883 0.346  -0.412
C: -2.434 -0.089 1.245  0.353
O: -3.183 -0.928 1.595  -0.537
O: -1.161 0.063 1.735  -0.422
C: -0.488 0.932 0.847  -0.143
S: 0.218 -0.205 -0.458  1.122
C: -0.573 0.027 -2.018  -1.093
O: 1.610 0.107 -0.613  -0.620
O: -0.124 -1.529 -0.008  -0.599
H: 5.406 1.845 -0.644  0.258
H: 4.407 1.243 0.686  0.228
H: 5.113 2.866 0.769  0.360
H: 2.316 3.491 0.889  0.176
H: 3.706 4.468 0.335  0.596
H: 1.639 5.354 -0.638  0.413
H: 2.718 4.658 -1.883  0.406
H: 0.673 3.740 -2.543  0.149
H: 1.187 2.486 -1.410  0.109
H: -0.750 4.769 -1.003  0.209
H: -0.009 4.005 0.379  0.287
H: -1.440 2.261 -1.650  0.611
H: -2.424 3.375 -0.777  -0.005
H: -1.458 3.681 1.728  0.485
H: -1.607 2.207 2.644  0.416
H: 0.360 1.442 1.299  0.471
H: -0.136 0.888 -2.515  0.279
H: -1.655 0.066 -1.955  0.384
H: -0.288 -0.868 -2.574  0.508
C: 0.470 -3.661 2.239  -0.533
C: 1.012 -5.009 2.341  0.260
N: 1.440 -6.072 2.419  -0.398
H: 1.098 -2.968 2.793  0.394
H: 0.431 -3.349 1.199  0.163
H: -0.534 -3.635 2.655  0.169
C: -2.673 -5.286 1.491  -0.341
C: -3.647 -6.346 1.706  0.125
N: -4.424 -7.175 1.874  -0.383
H: -2.450 -4.794 2.435  0.262
H: -1.755 -5.698 1.074  0.269
H: -3.077 -4.549 0.803  0.060
C: -4.146 -4.126 -1.927  -0.714
C: -3.076 -3.514 -2.702  0.443
N: -2.264 -3.000 -3.329  -0.416
H: -4.200 -3.659 -0.945  0.130
H: -5.095 -3.979 -2.437  0.325
H: -3.966 -5.193 -1.811  0.271
C: 0.678 6.332 -4.424  -0.859
C: 0.482 6.887 -3.092  0.480
N: 0.333 7.320 -2.038  -0.446
H: 1.436 5.551 -4.391  0.254
H: -0.256 5.908 -4.789  0.277
H: 1.003 7.115 -5.106  0.341
C: 4.220 -7.900 2.767  -0.748
C: 5.567 -7.348 2.745  0.325
N: 6.630 -6.911 2.726  -0.364
H: 3.606 -7.358 3.480  0.241
H: 3.764 -7.809 1.784  0.253
H: 4.258 -8.951 3.050  0.294



Entry 2:
The following is a quantum chemistry calculation of a molecular structure, C22H34N11SZr in a non-equilibrium geometry, from the OMol25 dataset.

2S+1   1
Total charge   -1
E_tot   -51875.186 eV

Each line ends with the Mulliken charge.
Positions of all 69 atoms, in Å:
Zr: -0.411 -0.285 0.158  -0.710
C: -4.337 -1.372 1.929  -1.732
C: -2.885 -1.068 1.801  0.522
N: -2.155 -1.498 0.744  1.766
N: -2.519 -2.268 -0.179  -1.601
C: -1.294 -2.622 -1.030  0.206
N: -1.805 -3.592 -1.971  -0.552
S: -0.058 -3.373 0.108  -0.469
C: -2.119 -0.351 2.736  0.826
C: -2.701 0.240 3.897  -1.271
C: -1.901 0.853 4.817  -0.114
C: -0.510 0.923 4.624  -1.267
C: -0.020 0.385 3.454  0.256
N: -0.766 -0.224 2.536  -0.167
H: -4.611 -2.115 1.179  0.405
H: -4.968 -0.490 1.761  0.290
H: -4.603 -1.780 2.910  0.378
H: -2.434 -3.121 -2.613  0.333
H: -1.040 -4.000 -2.490  0.347
H: -3.773 0.202 4.027  0.362
H: -2.351 1.297 5.699  0.395
H: 0.155 1.383 5.341  0.402
H: 1.042 0.435 3.226  0.290
C: 5.209 -0.649 1.903  -1.249
N: 4.008 -1.179 1.296  0.199
C: 4.045 -2.555 0.819  -1.085
C: 2.904 -0.411 1.051  0.483
N: 1.803 -0.856 0.582  0.198
N: 3.031 0.927 1.395  0.058
C: 2.120 1.931 1.025  0.284
N: 2.350 3.097 1.757  -0.652
N: 1.266 1.754 0.114  -0.147
H: 5.785 -0.007 1.225  0.326
H: 5.845 -1.484 2.189  0.417
H: 4.993 -0.101 2.824  0.399
H: 5.060 -2.787 0.499  0.453
H: 3.385 -2.691 -0.035  0.340
H: 3.744 -3.261 1.596  0.279
H: 1.710 -1.864 0.423  -0.661
H: 3.925 1.263 1.703  0.303
H: 2.445 2.920 2.749  0.225
H: 1.640 3.795 1.588  0.263
H: 0.596 2.515 0.017  -0.157
N: -1.453 1.382 0.107  -0.257
C: -1.760 2.307 -0.840  -0.444
C: -1.448 3.681 -0.668  -0.001
C: -1.663 4.628 -1.663  -0.533
C: -2.218 4.267 -2.883  -0.511
C: -2.570 2.927 -3.068  -0.464
C: -2.359 1.981 -2.085  -0.058
H: -1.070 3.991 0.304  0.501
H: -1.399 5.663 -1.468  0.338
H: -2.389 5.000 -3.661  0.354
H: -3.019 2.609 -4.004  0.349
H: -2.633 0.946 -2.257  0.364
C: -0.853 -1.171 -4.090  -1.809
C: 0.050 -1.316 -2.855  1.710
C: 0.895 -0.040 -2.762  -1.656
C: 1.006 -2.502 -3.057  -1.942
N: -0.767 -1.343 -1.625  0.642
H: -0.259 -1.093 -5.008  0.430
H: -1.467 -0.274 -3.997  0.263
H: -1.514 -2.033 -4.195  0.373
H: 1.399 0.164 -3.712  0.563
H: 1.665 -0.125 -1.992  0.261
H: 0.269 0.833 -2.545  0.189
H: 1.855 -2.178 -3.668  0.440
H: 0.536 -3.331 -3.590  0.408
H: 1.369 -2.887 -2.104  0.322



Entry 3:
The following is a quantum chemistry calculation of a single C22H34N4O4S molecule in a non-equilibrium geometry, from the OMol25 dataset.

2S+1   1
SMILES   COc1ccc(CNC(=O)[C@H](C)NC(=O)C2CCN(C(=O)[C@@H](N)CCSC)CC2)cc1
E_tot   -48336.184 eV

Each line ends with the Mulliken charge.
Positions of all 65 atoms, in Å:
C: -1.924 -3.948 1.193  -0.961
O: -1.311 -3.841 -0.272  -0.556
C: -0.115 -3.284 -0.045  0.565
C: 0.613 -3.134 1.217  -1.480
C: 1.990 -2.547 0.823  -0.287
C: 2.535 -2.284 -0.384  0.752
C: 4.036 -1.750 -0.361  -1.482
N: 4.083 -0.418 -0.730  0.076
C: 4.523 0.404 0.444  0.824
O: 5.113 -0.070 1.429  -0.645
C: 4.444 1.866 -0.024  -0.920
C: 5.473 2.885 0.911  -1.462
N: 3.212 2.462 0.034  0.080
C: 2.087 2.106 -0.645  -0.111
O: 2.282 1.467 -1.902  -0.779
C: 0.618 2.635 -0.166  -0.800
C: -0.323 2.348 -1.333  -1.879
C: -0.477 0.749 -1.518  -0.261
N: -0.901 -0.022 -0.227  0.543
C: -2.046 -0.234 0.113  1.129
O: -2.322 -0.874 1.387  -0.905
C: -3.147 -0.548 -0.847  -1.110
N: -2.954 -1.527 -1.864  -0.521
C: -4.581 -0.727 -0.242  -0.801
C: -4.848 0.723 0.684  -0.786
S: -4.724 2.167 -0.205  -0.019
C: -5.550 3.310 1.155  -1.091
C: 0.272 0.310 0.761  -1.295
C: 0.399 1.763 1.037  -0.130
C: 1.850 -2.519 -1.441  0.345
C: 0.449 -2.713 -1.322  -0.416
H: -2.799 -4.358 0.839  0.373
H: -1.943 -2.946 1.673  0.284
H: -1.367 -4.730 1.655  0.425
H: 0.310 -3.307 2.065  0.986
H: 2.445 -2.459 1.949  0.039
H: 4.613 -2.060 0.613  0.351
H: 4.559 -2.329 -1.304  0.293
H: 3.665 -0.083 -1.486  0.323
H: 4.836 1.985 -0.887  0.624
H: 5.245 3.780 0.411  0.394
H: 5.200 2.615 1.817  0.571
H: 6.486 2.627 0.481  0.328
H: 3.019 2.719 1.101  0.395
H: 0.867 3.542 -0.078  0.926
H: -0.046 2.659 -2.183  0.927
H: -1.256 2.900 -1.366  0.416
H: -1.316 0.588 -2.296  0.674
H: 0.547 0.302 -1.951  0.142
H: -3.237 0.277 -1.542  0.491
H: -2.909 -2.519 -1.399  0.293
H: -2.067 -1.486 -2.308  0.417
H: -4.596 -1.704 0.396  0.290
H: -5.398 -0.712 -1.105  0.268
H: -4.201 0.552 1.341  0.566
H: -5.928 0.478 1.247  0.326
H: -6.398 2.838 1.363  0.379
H: -5.496 4.277 0.948  0.409
H: -4.978 3.018 2.016  0.324
H: -0.340 -0.048 1.743  0.401
H: 1.075 -0.039 0.387  0.364
H: 1.188 1.878 1.820  0.715
H: -0.599 2.404 1.223  0.154
H: 2.259 -2.448 -2.516  0.232
H: -0.195 -2.966 -2.329  0.284



Short version: Kohn-Sham gap = 9.92 5.16 8.57 eV, in the order given.